# 1
This record from the Open Molecules 2025 dataset describes the molecule C4H8N2S2 in a non-equilibrium geometry. The level of theory is wB97M-V/def2-TZVPD.

LUMO energy (eV): -0.1
Multiplicity: 1
E_tot (hartree): -1063.03569
Charge: 0
SMILES: [H]/N=C(\NC)C(=S)SC
Relative energy (zero: lowest compared OMol25 entry of this formula, charge and spin) (kcal/mol): 37.7

Cartesian coordinates (Å):
H -0.274 -1.155 2.287
N 0.180 -0.333 1.953
C -0.250 -0.049 0.783
N -1.236 -0.590 -0.049
C -2.221 -0.025 -1.088
C 0.261 1.290 0.310
S -0.687 2.615 0.525
S 1.852 1.315 -0.391
C 2.670 -0.279 -0.190
H -1.777 -1.331 0.488
H -3.080 0.482 -0.529
H -2.551 -0.795 -1.801
H -1.693 0.743 -1.728
H 3.676 -0.109 -0.552
H 2.732 -0.538 0.866
H 2.399 -1.240 -0.884

---

# 2
This record from the Open Molecules 2025 dataset describes the molecule C4H8N2S2 in a non-equilibrium geometry. The level of theory is wB97M-V/def2-TZVPD.

LUMO energy (eV): 0.7
Multiplicity: 1
E_tot (hartree): -1063.03621
Charge: 0
SMILES: C/C=C\C(=N\S)NS
Relative energy (zero: lowest compared OMol25 entry of this formula, charge and spin) (kcal/mol): 37.3

Cartesian coordinates (Å):
C 1.284 2.786 0.580
C 0.980 2.249 -0.815
C 0.468 1.053 -1.069
C -0.168 0.061 -0.157
N -0.864 0.523 0.815
S -1.636 -0.506 1.953
N -0.076 -1.297 -0.389
S 0.898 -2.013 -1.551
H 1.080 2.033 1.321
H 2.311 3.137 0.614
H 0.548 3.591 0.790
H 1.325 2.816 -1.671
H 0.630 0.679 -2.087
H -2.285 0.575 2.577
H -0.536 -1.888 0.288
H -0.068 -2.115 -2.488

---

# 3
This record from the Open Molecules 2025 dataset describes the molecule C4H8N2S2 in a non-equilibrium geometry. The level of theory is wB97M-V/def2-TZVPD.

LUMO energy (eV): 0.6
Multiplicity: 1
E_tot (hartree): -1063.01823
Charge: 0
SMILES: S[C@H]1C=NNC[C@@H]1S
Relative energy (zero: lowest compared OMol25 entry of this formula, charge and spin) (kcal/mol): 48.6

Cartesian coordinates (Å):
S -2.610 -0.839 -0.008
C -0.869 -0.691 -0.733
C -0.682 0.669 -1.265
N 0.124 1.623 -0.793
N 1.059 1.274 0.165
C 0.589 0.187 1.064
C 0.312 -1.133 0.235
S 1.923 -1.455 -0.577
H -2.618 0.278 0.660
H -1.033 -1.412 -1.535
H -1.346 1.078 -2.079
H 1.260 2.097 0.844
H 1.417 -0.022 1.674
H -0.199 0.477 1.777
H 0.110 -2.017 0.888
H 2.562 -0.116 -0.317

---

# 4
This record from the Open Molecules 2025 dataset describes the molecule C4H8N2S2 in a non-equilibrium geometry. The level of theory is wB97M-V/def2-TZVPD.

LUMO energy (eV): 0.6
Multiplicity: 1
E_tot (hartree): -1062.98723
Charge: 0
SMILES: C/C=C\C(=N\S)NS
Relative energy (zero: lowest compared OMol25 entry of this formula, charge and spin) (kcal/mol): 68.1

Cartesian coordinates (Å):
C -2.188 -0.698 0.715
C -1.777 0.514 -0.085
C -0.490 0.767 -0.499
C 0.751 -0.096 -0.183
N 0.789 -1.372 -0.187
S 2.408 -1.886 0.249
N 1.806 0.804 0.068
S 1.783 2.466 0.423
H -1.349 -1.537 0.827
H -2.840 -0.473 1.613
H -2.828 -1.411 0.001
H -2.554 1.176 -0.504
H -0.404 1.597 -1.163
H 2.081 -3.034 -0.624
H 2.577 0.232 0.185
H 2.237 2.953 -0.835

---

# 5
This record from the Open Molecules 2025 dataset describes a cluster of 2 separate species, C4H8N3 in total in a non-equilibrium geometry. The level of theory is wB97M-V/def2-TZVPD.

LUMO energy (eV): -4.8
Multiplicity: 1
E_tot (hartree): -321.10440
Charge: +1
Relative energy (zero: lowest compared OMol25 entry of this formula, charge and spin) (kcal/mol): 117.3

Cartesian coordinates (Å):
C -0.710 -0.810 -0.782
C 2.288 -0.003 -0.777
C -2.287 0.460 0.168
C -1.241 0.154 1.127
N -1.816 -0.202 -1.000
N -0.279 -0.525 0.584
N 2.259 0.162 0.393
H -0.256 -1.440 -1.513
H 2.666 1.101 -1.229
H -3.111 -0.174 0.266
H -2.816 1.404 0.032
H -1.266 0.442 2.155
H 2.249 -1.035 -1.351
H 2.414 0.987 0.833
H 1.906 -0.522 1.095

---

# 6
This record from the Open Molecules 2025 dataset describes the ion C4H8N3 with charge +1 in a non-equilibrium geometry. The level of theory is wB97M-V/def2-TZVPD.

LUMO energy (eV): -4.9
Multiplicity: 1
E_tot (hartree): -321.10653
Charge: +1
SMILES: C/N=N/C=C\C=[NH2+]
Relative energy (zero: lowest compared OMol25 entry of this formula, charge and spin) (kcal/mol): 116.0

Cartesian coordinates (Å):
C 2.094 -1.780 -0.720
N 1.434 -1.260 0.413
N 0.899 -0.224 0.491
C 0.573 0.963 0.703
C -0.656 1.597 0.408
C -1.860 1.106 0.065
N -2.244 -0.113 -0.294
H 1.577 -2.765 -0.987
H 2.100 -1.012 -1.508
H 3.024 -1.836 -0.264
H 1.298 1.721 1.123
H -0.664 2.754 0.716
H -2.651 1.893 0.114
H -3.243 -0.192 -0.256
H -1.681 -0.852 -0.003

---

# 7
This record from the Open Molecules 2025 dataset describes the ion C4H8N3 with charge +1 in a non-equilibrium geometry. The level of theory is wB97M-V/def2-TZVPD.

LUMO energy (eV): -3.4
Multiplicity: 1
E_tot (hartree): -321.12210
Charge: +1
SMILES: CC1=N[N@@H+]2C[C@@H]2N1
Relative energy (zero: lowest compared OMol25 entry of this formula, charge and spin) (kcal/mol): 106.2

Cartesian coordinates (Å):
C -2.246 -0.417 -0.372
C -0.868 -0.119 -0.135
N -0.041 -1.162 0.408
N 1.232 -0.780 0.243
C 1.824 0.393 1.028
C 1.277 0.627 -0.355
N -0.103 0.887 -0.528
H -2.630 -0.531 -1.509
H -2.984 0.394 0.074
H -2.531 -1.356 0.143
H 1.892 -1.554 0.063
H 2.796 0.304 1.372
H 1.095 0.581 1.751
H 1.800 0.973 -1.268
H -0.513 1.760 -0.915

---

# 8
This record from the Open Molecules 2025 dataset describes the ion C4H8N3 with charge +1 in a non-equilibrium geometry. The level of theory is wB97M-V/def2-TZVPD.

LUMO energy (eV): -4.1
Multiplicity: 1
E_tot (hartree): -321.15914
Charge: +1
SMILES: Cn1cn[n+](C)c1
Relative energy (zero: lowest compared OMol25 entry of this formula, charge and spin) (kcal/mol): 82.9

Cartesian coordinates (Å):
C 2.468 0.094 0.070
N 1.034 -0.089 -0.009
C 0.424 -1.346 -0.020
N -0.889 -1.185 0.015
N -1.211 0.060 0.046
C -2.634 0.338 0.051
C 0.130 0.854 0.070
H 2.838 -0.450 -0.714
H 2.882 1.122 -0.171
H 2.946 -0.416 1.034
H 1.022 -2.282 -0.067
H -2.864 0.449 -0.985
H -3.282 -0.405 0.437
H -2.987 1.307 0.318
H 0.125 1.949 -0.075

---

# 9
This record from the Open Molecules 2025 dataset describes a cluster of 2 separate species, C4H8N3O in total in a non-equilibrium geometry. The level of theory is wB97M-V/def2-TZVPD.

LUMO energy (eV): -6.3
Multiplicity: 1
E_tot (hartree): -396.28224
Charge: +1
Relative energy (zero: lowest compared OMol25 entry of this formula, charge and spin) (kcal/mol): 159.4

Cartesian coordinates (Å):
C 1.498 -1.164 -0.706
C 0.416 -0.689 -0.979
C -2.036 1.815 -0.675
C -2.192 2.219 0.707
N -0.888 -0.302 -1.033
N -1.311 0.844 -1.053
N 2.018 -2.227 2.108
O -2.658 2.575 -1.522
H 2.292 -1.719 -0.302
H -2.629 1.454 1.282
H -2.742 3.216 0.851
H -1.298 2.370 1.250
H 1.188 -2.726 2.071
H 1.981 -1.527 2.873
H 2.791 -2.896 2.400
H -2.773 2.206 -2.429

---

# 10
This record from the Open Molecules 2025 dataset describes a cluster of 2 separate species, C4H8N3O in total in a non-equilibrium geometry. The level of theory is wB97M-V/def2-TZVPD.

LUMO energy (eV): -4.2
Multiplicity: 1
E_tot (hartree): -396.36561
Charge: +1
Relative energy (zero: lowest compared OMol25 entry of this formula, charge and spin) (kcal/mol): 107.1

Cartesian coordinates (Å):
C 0.387 -0.835 -1.129
C 1.452 0.172 1.221
C -1.437 -0.326 0.197
C -0.225 1.419 -0.805
N 1.083 -1.660 -1.538
N 0.930 -0.567 2.027
N -0.146 0.028 -0.405
O 2.263 0.708 0.660
H -1.337 -1.326 0.731
H -1.770 0.479 0.850
H -2.241 -0.628 -0.526
H -1.014 1.803 -0.161
H 0.676 1.959 -0.495
H -0.648 1.665 -1.843
H 1.550 -2.522 -1.661
H 0.475 -0.370 2.876

---

# 11
This record from the Open Molecules 2025 dataset describes the ion C4H8N3O2 with charge +1 in a non-equilibrium geometry. The level of theory is wB97M-V/def2-TZVPD.

LUMO energy (alpha / beta) (eV): -6.7 / -6.7
Multiplicity: 1
E_tot (hartree): -471.53138
Charge: +1
SMILES: NNC(=O)[N+](=O)C1CC1
Relative energy (zero: lowest compared OMol25 entry of this formula, charge and spin) (kcal/mol): 144.1

Cartesian coordinates (Å):
N 2.967 -1.012 0.218
N 2.553 0.291 0.145
C 1.385 0.870 -0.184
O 1.085 1.994 -0.533
N 0.078 -0.063 -0.082
O -0.002 -1.175 -0.581
C -1.131 0.545 0.252
C -2.408 0.253 -0.687
C -2.382 -0.350 0.644
H 2.902 -1.539 1.107
H 2.807 -1.654 -0.512
H 3.378 1.010 0.081
H -1.028 1.501 0.659
H -2.135 -0.369 -1.552
H -2.947 1.059 -1.032
H -3.018 0.087 1.442
H -2.101 -1.448 0.615

---

# 12
This record from the Open Molecules 2025 dataset describes the molecule C4H8N4 in a non-equilibrium geometry. The level of theory is wB97M-V/def2-TZVPD.

LUMO energy (eV): 0.8
Multiplicity: 1
E_tot (hartree): -376.04152
Charge: 0
SMILES: [H]/N=C1/NNC[C@]12CN2
Relative energy (zero: lowest compared OMol25 entry of this formula, charge and spin) (kcal/mol): 129.9

Cartesian coordinates (Å):
H 0.928 -1.316 2.314
N 1.478 -0.600 1.555
C 0.703 -0.162 0.641
N 1.471 0.735 -0.144
N 0.714 1.530 -1.078
C -0.595 0.789 -1.288
C -0.551 -0.247 -0.134
C -1.815 -0.648 0.689
N -1.254 -1.531 -0.311
H 1.927 1.401 0.633
H 1.079 1.628 -2.004
H -1.633 1.600 -1.091
H -0.545 0.287 -2.370
H -1.700 -0.886 1.714
H -2.574 0.120 0.662
H -0.797 -2.166 0.537

---

# 13
This record from the Open Molecules 2025 dataset describes a cluster of 2 separate species, C4H8N4 in total in a non-equilibrium geometry. The level of theory is wB97M-V/def2-TZVPD.

LUMO energy (eV): -0.2
Multiplicity: 1
E_tot (hartree): -375.82283
Charge: 0
Relative energy (zero: lowest compared OMol25 entry of this formula, charge and spin) (kcal/mol): 267.1

Cartesian coordinates (Å):
C -0.270 -1.168 0.748
C -1.062 -0.561 1.749
C 1.137 0.759 -0.203
C -1.957 1.494 -1.211
H 2.479 -1.563 1.197
H 2.368 -2.148 -0.382
H -0.469 -2.137 0.430
H -1.828 -1.144 2.234
H -1.035 0.561 1.872
H 2.133 1.219 -0.261
H -1.627 3.047 -1.925
H -3.054 1.159 -0.990
N 2.056 -1.291 0.158
N 0.854 -0.606 0.165
N 0.146 1.306 -0.797
N -1.064 0.284 -0.763

---

# 14
This record from the Open Molecules 2025 dataset describes a structure of composition C4H8N4 in a non-equilibrium geometry. The level of theory is wB97M-V/def2-TZVPD.

LUMO energy (eV): 0.7
Multiplicity: 1
E_tot (hartree): -375.98274
Charge: 0
Relative energy (zero: lowest compared OMol25 entry of this formula, charge and spin) (kcal/mol): 166.7

Cartesian coordinates (Å):
C 0.867 -0.264 -0.994
C -0.962 0.443 -0.128
C 0.399 -0.483 1.484
C 0.407 0.493 0.272
H 2.057 -0.412 -1.434
H 0.260 -1.447 -0.546
H 1.102 1.386 -1.804
H -1.778 0.727 -2.193
H -1.516 -1.325 2.222
H 0.752 -1.526 1.011
H 1.047 -0.173 2.493
H 0.928 1.538 0.254
N 0.226 0.533 -2.032
N -1.120 0.991 -1.465
N -1.691 -0.044 0.870
N -0.979 -0.439 1.992

---

# 15
This record from the Open Molecules 2025 dataset describes a cluster of 3 separate species, C4H8N4 in total in a non-equilibrium geometry. The level of theory is wB97M-V/def2-TZVPD.

LUMO energy (eV): 0.2
Multiplicity: 1
E_tot (hartree): -375.92392
Charge: 0
Relative energy (zero: lowest compared OMol25 entry of this formula, charge and spin) (kcal/mol): 203.7

Cartesian coordinates (Å):
C 1.320 -2.819 -1.659
C -1.209 -0.574 -0.280
C -0.311 0.189 0.296
C -0.304 3.365 1.855
H 1.922 -3.545 -0.495
H 2.239 -2.405 -2.247
H 0.566 -3.820 -2.457
H -2.298 -0.629 -0.131
H 0.685 0.145 -0.118
H -1.548 1.871 0.881
H 0.306 4.137 2.125
H -1.359 3.550 2.065
N 0.675 -1.355 -1.381
N -0.483 -1.726 -0.947
N -0.536 1.304 1.055
N 0.335 2.312 1.438